This record from OMol25 describes 2 unconnected molecules or ions with the total composition C6H8N2 in a non-equilibrium geometry. The level of theory is ωB97M-V/def2-TZVPD.

The geometry in ORCA input format:
```
! wB97M-V def2-TZVPD RIJCOSX def2/J DEFGRID3
* xyz 0 1
C 2.049 3.951 0.692
C 0.177 1.439 1.904
C 0.934 4.627 1.086
C 1.085 -1.097 0.098
C -0.967 0.020 -0.865
C -0.285 -0.539 0.341
N 0.769 3.412 0.594
N -0.051 0.577 1.166
H 0.236 5.256 1.570
H 1.453 -1.689 1.006
H 1.345 -1.843 -0.728
H 1.845 -0.295 -0.093
H -1.946 0.448 -0.633
H -1.125 -0.918 -1.566
H -0.360 0.856 -1.322
H -0.904 -1.244 0.844
*
```

HOMO-LUMO gap = 0.3647 Eh
ΔE to the lowest compared entry with this formula, charge and spin = 579.71 kJ/mol
DFT total energy = -342.7131 a.u.

The computed natural (NBO) charges, all in e, follow: number 1, C, carries 0.0509; number 2, C, carries 0.2887; number 3, C, carries -0.0253; number 4, C, carries -0.6243; number 5, C, carries -0.5936; number 6, C, carries -0.0916; number 7, N, carries -0.2712; number 8, N, carries -0.5166; number 9, H, carries 0.2252; number 10, H, carries 0.2230; number 11, H, carries 0.2263; number 12, H, carries 0.2316; number 13, H, carries 0.2220; number 14, H, carries 0.2088; number 15, H, carries 0.2286; number 16, H, carries 0.2175

This record from OMol25 describes C6H8N2 in the gas phase in a non-equilibrium geometry. The level of theory is ωB97M-V/def2-TZVPD.

The geometry in ORCA input format:
```
! wB97M-V def2-TZVPD RIJCOSX def2/J DEFGRID3
* xyz 0 1
H 1.260 -1.750 -1.668
N 0.371 -2.026 -1.153
C -0.428 -1.411 -0.366
C -1.329 -2.342 0.315
C -2.382 -2.641 0.897
N -0.539 -0.014 -0.075
C 0.370 1.104 0.114
C -0.079 2.154 0.751
C 1.717 1.165 -0.504
H -3.280 -3.083 1.181
H -1.363 0.104 0.602
H -1.218 2.170 1.056
H 0.754 3.012 0.865
H 2.558 1.977 0.025
H 2.006 0.065 -0.347
H 1.583 1.517 -1.691
*
```

HOMO-LUMO gap = 0.3437 Eh
ΔE to the lowest compared entry with this formula, charge and spin = 507.35 kJ/mol
DFT total energy = -342.7407 a.u.
structure (SMILES) = [H]/N=C(/C#C)NC(=C)C

The computed natural (NBO) charges, all in e, follow: number 1, H, carries 0.3826; number 2, N, carries -0.6926; number 3, C, carries 0.3715; number 4, C, carries -0.0367; number 5, C, carries -0.1888; number 6, N, carries -0.6251; number 7, C, carries 0.1414; number 8, C, carries -0.4651; number 9, C, carries -0.6591; number 10, H, carries 0.2316; number 11, H, carries 0.4024; number 12, H, carries 0.2064; number 13, H, carries 0.2234; number 14, H, carries 0.2437; number 15, H, carries 0.2252; number 16, H, carries 0.2393

This record from OMol25 describes C6H8N2 in the gas phase in a non-equilibrium geometry. The level of theory is ωB97M-V/def2-TZVPD.

The geometry in ORCA input format:
```
! wB97M-V def2-TZVPD RIJCOSX def2/J DEFGRID3
* xyz 0 1
C -1.762 0.790 -2.015
N -1.305 1.015 -0.872
C -0.803 -0.056 -0.020
C -1.488 -1.181 0.191
C 0.464 0.297 0.588
C 1.038 1.501 0.563
N 1.042 -0.828 1.312
C 2.250 -1.136 1.199
H -1.788 -0.198 -2.488
H -2.196 1.613 -2.571
H -2.443 -1.348 -0.279
H -1.128 -1.919 0.885
H 1.970 1.683 1.071
H 0.549 2.329 0.083
H 2.957 -0.632 0.531
H 2.643 -1.930 1.822
*
```

HOMO-LUMO gap = 0.3497 Eh
ΔE to the lowest compared entry with this formula, charge and spin = 236.11 kJ/mol
DFT total energy = -342.8440 a.u.
structure (SMILES) = C=NC(=C)C(=C)N=C

The computed natural (NBO) charges, all in e, follow: number 1, C, carries -0.0274; number 2, N, carries -0.4035; number 3, C, carries 0.0860; number 4, C, carries -0.4032; number 5, C, carries 0.0860; number 6, C, carries -0.4032; number 7, N, carries -0.4035; number 8, C, carries -0.0274; number 9, H, carries 0.1478; number 10, H, carries 0.1717; number 11, H, carries 0.2017; number 12, H, carries 0.2269; number 13, H, carries 0.2017; number 14, H, carries 0.2269; number 15, H, carries 0.1478; number 16, H, carries 0.1717

This record from OMol25 describes a molecular structure, C6H8N2O in a non-equilibrium geometry. The level of theory is ωB97M-V/def2-TZVPD.

The geometry in ORCA input format:
```
! wB97M-V def2-TZVPD RIJCOSX def2/J DEFGRID3
* xyz 0 1
C 2.531 -1.008 0.338
C 1.644 0.025 -0.162
C 0.145 -0.324 -0.281
C -1.698 -1.494 -0.284
C -2.014 -0.176 0.013
C -0.776 1.980 0.081
H 2.144 -1.025 1.494
H 3.521 -0.730 0.116
H 2.230 -2.134 -0.449
H -2.472 -2.340 -0.290
H -3.193 0.238 0.003
H -0.342 2.137 1.023
H -0.604 2.514 -0.724
H -1.882 2.357 0.122
N -0.352 -1.614 -0.326
N -0.833 0.503 -0.008
O 1.951 1.090 -0.665
*
```

HOMO-LUMO gap = 0.3513 Eh
ΔE to the lowest compared entry with this formula, charge and spin = 310.30 kJ/mol
DFT total energy = -418.0651 a.u.

The computed natural (NBO) charges, all in e, follow: number 1, C, carries -0.6854; number 2, C, carries 0.5295; number 3, C, carries 0.2076; number 4, C, carries -0.0853; number 5, C, carries -0.1047; number 6, C, carries -0.3805; number 7, H, carries 0.2551; number 8, H, carries 0.2325; number 9, H, carries 0.2731; number 10, H, carries 0.2145; number 11, H, carries 0.2309; number 12, H, carries 0.2173; number 13, H, carries 0.2212; number 14, H, carries 0.1996; number 15, N, carries -0.4604; number 16, N, carries -0.3212; number 17, O, carries -0.5437

This record from OMol25 describes a molecular structure, C6H8N2O in a non-equilibrium geometry. The level of theory is ωB97M-V/def2-TZVPD.

The geometry in ORCA input format:
```
! wB97M-V def2-TZVPD RIJCOSX def2/J DEFGRID3
* xyz 0 1
C 0.309 -0.164 -0.059
C 1.329 -0.993 -0.032
C -1.145 -0.296 0.021
C 2.235 0.516 0.111
C -1.639 -1.684 -0.378
C 0.906 2.534 0.062
N -1.841 0.740 0.291
N 1.090 1.081 -0.112
O 1.490 -2.283 0.264
H -2.748 -1.822 -0.213
H -1.383 -2.006 -1.406
H -0.957 -2.413 0.223
H 0.360 2.968 -0.741
H 0.419 2.720 1.105
H 1.863 2.906 -0.130
H -2.777 0.518 0.480
H 2.489 -2.322 0.515
*
```

HOMO-LUMO gap = 0.3173 Eh
ΔE to the lowest compared entry with this formula, charge and spin = 566.38 kJ/mol
DFT total energy = -417.9676 a.u.

The computed natural (NBO) charges, all in e, follow: number 1, C, carries -0.0511; number 2, C, carries 0.2510; number 3, C, carries 0.2735; number 4, C, carries 0.1269; number 5, C, carries -0.6919; number 6, C, carries -0.3973; number 7, N, carries -0.6512; number 8, N, carries -0.4155; number 9, O, carries -0.6496; number 10, H, carries 0.2253; number 11, H, carries 0.2419; number 12, H, carries 0.2399; number 13, H, carries 0.2105; number 14, H, carries 0.2242; number 15, H, carries 0.2214; number 16, H, carries 0.3354; number 17, H, carries 0.5065

This record from OMol25 describes C6H8N2O in the gas phase in a non-equilibrium geometry. The level of theory is ωB97M-V/def2-TZVPD.

The geometry in ORCA input format:
```
! wB97M-V def2-TZVPD RIJCOSX def2/J DEFGRID3
* xyz 0 1
C 2.570 -0.352 -1.511
C 1.376 -0.640 -0.947
O 0.846 -1.754 -0.975
N 0.677 0.422 -0.338
C -0.551 0.444 0.328
C -1.259 1.396 0.957
C -2.413 0.769 1.516
C -2.286 -0.551 1.335
N -1.131 -0.778 0.563
H 3.231 -0.781 -0.930
H 2.715 -0.884 -2.434
H 2.939 0.827 -1.728
H 1.320 1.392 -0.330
H -0.990 2.295 1.006
H -3.128 1.252 1.828
H -3.082 -1.216 1.602
H -0.835 -1.839 0.059
*
```

HOMO-LUMO gap = 0.3042 Eh
ΔE to the lowest compared entry with this formula, charge and spin = 304.60 kJ/mol
DFT total energy = -418.0673 a.u.
structure (SMILES) = CC(=O)Nc1ccc[nH]1

The computed natural (NBO) charges, all in e, follow: number 1, C, carries -0.6875; number 2, C, carries 0.6531; number 3, O, carries -0.6379; number 4, N, carries -0.5958; number 5, C, carries 0.2922; number 6, C, carries -0.3363; number 7, C, carries -0.2610; number 8, C, carries -0.0720; number 9, N, carries -0.5564; number 10, H, carries 0.2478; number 11, H, carries 0.2616; number 12, H, carries 0.2098; number 13, H, carries 0.4047; number 14, H, carries 0.1932; number 15, H, carries 0.1863; number 16, H, carries 0.2106; number 17, H, carries 0.4875